Run P
Here is a 2-piece molecular cluster, C2H4ClN2 overall from the OMol25 dataset. Energies are from the ωB97M-V functional and the def2-TZVPD basis.

As for the molecular weight: 91.5 g mol⁻¹.

Structure (ORCA input):
```
! RIJCOSX wB97M-V def2-TZVPD def2/J DEFGRID3
* xyz 1 1
C -0.889 1.909 -0.317
C -0.681 -0.430 0.393
N -0.802 0.774 0.197
N -0.628 -1.613 0.450
Cl 2.126 -1.354 -0.404
H -0.579 2.097 -1.228
H -1.229 2.782 0.375
H -0.706 -2.259 1.168
H 3.389 -1.907 -0.635
*
```

Population analysis type Mulliken, resulting atomic charges in e: -0.124 0.495 -0.060 -0.216 -0.304 0.344 0.259 0.289 0.317

Run Q
Here is an isolated ion of composition C2H4ClN2 and charge +1 from the OMol25 dataset. Energies are from the ωB97M-V functional and the def2-TZVPD basis.

As for the molecular weight: 91.5 g mol⁻¹. The SMILES is CC(Cl)=[N+]=N.

Structure (ORCA input):
```
! RIJCOSX wB97M-V def2-TZVPD def2/J DEFGRID3
* xyz 1 1
C 0.304 -0.938 -0.373
C -0.453 0.186 -0.680
Cl -1.621 0.212 -1.784
N -0.279 1.294 0.259
N 0.041 1.776 1.341
H 0.617 -1.434 -1.311
H 1.319 -0.600 0.039
H -0.029 -1.569 0.447
H 0.102 1.074 2.063
*
```

Population analysis type Mulliken, resulting atomic charges in e: -0.934 0.679 0.046 0.209 -0.338 0.331 0.362 0.351 0.293

Run R
Here is a 2-piece molecular cluster, C2H4ClN2 overall from the OMol25 dataset. Energies are from the ωB97M-V functional and the def2-TZVPD basis.

As for the molecular weight: 91.5 g mol⁻¹.

Structure (ORCA input):
```
! RIJCOSX wB97M-V def2-TZVPD def2/J DEFGRID3
* xyz 1 1
C -0.843 -1.396 -0.853
C 1.320 -0.615 0.040
N 0.250 -0.993 -0.469
N 0.914 1.253 0.949
Cl 2.772 -1.187 0.232
H -0.971 -1.357 -1.980
H -1.571 -1.672 -0.223
H 0.260 1.784 0.245
H 1.748 1.901 1.179
*
```

Population analysis type Mulliken, resulting atomic charges in e: -0.220 0.527 0.002 -0.525 0.033 0.270 0.337 0.292 0.284

run P comes first in stability; the runner-up is 0.0681 hartree higher.

Run P
Here is one molecule with the formula C2H5NO2S from the OMol25 dataset. Energies are from the ωB97M-V functional and the def2-TZVPD basis.

As for the molecular weight: 107.1 g mol⁻¹.

Structure (ORCA input):
```
! RIJCOSX wB97M-V def2-TZVPD def2/J DEFGRID3
* xyz 0 1
C 0.096 0.075 -0.029
C 1.433 0.773 0.159
N -0.645 0.459 -1.134
O -0.133 -0.917 0.685
O -2.548 -2.310 0.860
S -1.127 -2.132 1.366
H 1.417 1.241 1.135
H 2.325 0.078 0.217
H 1.474 1.415 -0.700
H -1.502 -0.132 -1.114
H -0.790 1.449 -1.444
*
```

Population analysis type Mulliken, resulting atomic charges in e: 0.718 -0.970 -0.460 -0.331 -0.550 0.178 0.272 0.278 0.324 0.274 0.267

Run Q
Here is one molecule with the formula C2H5NO2S from the OMol25 dataset. Energies are from the ωB97M-V functional and the def2-TZVPD basis.

As for the molecular weight: 107.1 g mol⁻¹.

Structure (ORCA input):
```
! RIJCOSX wB97M-V def2-TZVPD def2/J DEFGRID3
* xyz 0 1
C 0.685 -0.124 -0.544
C -0.016 0.494 0.641
N -1.648 -1.468 0.350
O -2.236 0.438 -1.031
O 0.656 -1.436 -0.498
S -1.916 0.054 0.318
H 0.249 0.463 -1.344
H 1.747 0.407 -0.510
H 0.170 -0.115 1.473
H 0.276 1.524 0.892
H -1.757 -2.104 -0.507
*
```

Population analysis type Mulliken, resulting atomic charges in e: -0.222 -0.683 -0.451 -0.555 -0.412 0.587 0.330 0.282 0.367 0.430 0.328

run P comes first in stability; the runner-up is 0.1014 hartree higher.